Record 1
Formula: I5Pd
Source: OMol25
Level of theory: ωB97M-V/def2-TZVPD

```
! RIJCOSX wB97M-V def2-TZVPD def2/J DEFGRID3
* xyz -3 3
Pd 1.70734 0.98095 0.34656
I 3.56916 -1.33990 2.55783
I -2.29497 0.98848 1.86437
I 2.50963 0.19767 -2.78080
I -1.51077 -1.87321 -0.58959
I -3.98039 1.04601 -1.39837
*
```

Results
* ⟨S²⟩: 2.008
* M: 740.940 g mol⁻¹
* total energy: -43983.16338 eV
* maximum force: 1.29 eV Å⁻¹

=====

Record 2
Formula: ILi2N7O21Sr
Source: OMol25
Level of theory: ωB97M-V/def2-TZVPD

```
! RIJCOSX wB97M-V def2-TZVPD def2/J DEFGRID3
* xyz -4 1
Sr -7.61910 -11.42538 16.45839
Li -11.04489 -12.00760 13.48924
Li -7.78473 -7.03865 18.60064
N -4.29240 -13.39230 16.79872
O -5.42470 -12.95178 16.57743
O -3.65352 -13.08562 17.77721
O -3.73060 -13.75607 15.82694
N -7.47643 -12.47231 13.11394
O -6.66480 -12.75860 13.84990
O -8.64775 -12.39810 13.46405
O -7.16453 -12.11255 11.97246
N -4.15744 -10.13622 14.76097
O -5.32836 -10.15098 14.87897
O -3.41369 -10.97851 14.37614
O -3.58625 -9.07253 14.51520
N -6.26978 -10.85953 19.81324
O -7.25438 -10.90243 19.07390
O -5.28912 -10.16770 19.54811
O -6.33511 -11.24331 20.88709
N -8.29380 -8.40636 16.26660
O -7.37711 -8.19053 17.03659
O -9.16751 -7.61905 16.26338
O -8.20147 -9.16190 15.45783
N -7.47732 -15.82830 14.83353
O -6.44182 -15.97185 15.43506
O -7.46558 -15.70345 13.61353
O -8.59410 -15.60451 15.29172
N -8.68465 -14.15581 18.82825
O -8.76600 -13.66261 17.70772
O -8.93544 -15.38702 18.87531
O -8.59780 -13.37198 19.79256
I -11.02866 -11.24755 16.10543
*
```

Results
* M: 662.434 g mol⁻¹
* total energy: -62744.44585 eV
* maximum force: 12.30 eV Å⁻¹

=====

Record 3
Formula: IMg
Source: OMol25
Level of theory: ωB97M-V/def2-TZVPD

```
! RIJCOSX wB97M-V def2-TZVPD def2/J DEFGRID3
* xyz 1 1
Mg -0.80223 0.05326 -0.66427
I 0.80223 -0.05326 0.66427
*
```

Results
* M: 151.209 g mol⁻¹
* energy above the lowest of the compared OMol25 structures with the same formula, charge and spin: 27.3 kcal per mole
* maximum force: 8.11 eV Å⁻¹

=====

Record 4
Formula: INO2
Source: OMol25
Level of theory: ωB97M-V/def2-TZVPD

```
! RIJCOSX wB97M-V def2-TZVPD def2/J DEFGRID3
* xyz 0 3
N -0.89701 0.50875 0.11500
O -1.95435 0.09353 -0.08993
O 0.56413 -0.69397 0.03741
I 2.28723 0.09169 -0.06248
*
```

Results
* ⟨S²⟩: 2.012
* M: 172.909 g mol⁻¹
* energy above the lowest of the compared OMol25 structures with the same formula, charge and spin: 17.3 kcal per mole
* maximum force: 3.48 eV Å⁻¹